Below is C4H6O2Ru as an isolated structure at a distorted geometry, with properties calculated with the ωB97M-V functional and the def2-TZVPD basis.

Output
* E_HOMO (spin up / spin down): -13.1 / -14.2 eV
* net charge: +1
* LUMO (spin up / spin down): -4.993 / -6.575 eV
* energy relative to the best compared isomer or geometry (same formula, charge and spin): 192.6 kJ/mol
* frontier orbital gap (spin up / spin down): 8.13 / 7.59 eV
* spin multiplicity: 6

Last column: natural (NBO) charge in e.
CARTESIAN COORDINATES (ANGSTROEM)
O -2.924 0.824 -0.184  -0.69
C -1.681 0.326 -0.554  0.15
C -0.663 0.134 0.338  -0.31
C 0.496 -0.710 0.076  -0.45
C 1.947 -0.247 0.215  -0.12
O 2.091 1.078 0.659  -0.67
Ru 0.444 1.925 0.272  1.32
H -3.484 0.107 0.127  0.51
H -1.629 -0.083 -1.576  0.21
H 0.397 -1.248 -0.886  0.27
H 0.102 -0.808 1.332  0.35
H 2.456 -0.382 -0.762  0.21
H 2.448 -0.917 0.942  0.23

***

Below is a 2-piece molecular cluster, C2H7O overall at a distorted geometry, with properties calculated with the ωB97M-V functional and the def2-TZVPD basis.

Output
* E_HOMO: -15.6 eV
* net charge: +1
* LUMO: -4.655 eV
* energy relative to the best compared isomer or geometry (same formula, charge and spin): 11.0 kJ/mol
* frontier orbital gap: 10.93 eV

Last column: natural (NBO) charge in e.
CARTESIAN COORDINATES (ANGSTROEM)
O -0.126 -1.700 -0.575  -0.78
H 0.070 -2.580 -0.198  0.58
H 0.611 -1.209 -0.994  0.58
H -0.511 -1.077 0.092  0.57
C -0.128 0.877 0.873  -0.47
C 0.090 1.284 -0.367  -0.38
H 0.705 0.687 1.548  0.22
H -1.103 0.831 1.351  0.23
H 1.122 1.436 -0.675  0.22
H -0.730 1.451 -1.053  0.22

***

Below is C35H74FN2O3Se4Si5Ta as an isolated structure at a distorted geometry, with properties calculated with the ωB97M-V functional and the def2-TZVPD basis.

Output
* E_HOMO: -1.5 eV
* net charge: -2
* LUMO: 4.039 eV
* energy relative to the best compared isomer or geometry (same formula, charge and spin): 118.4 kJ/mol
* frontier orbital gap: 5.53 eV

Last column: Löwdin charge in e.
CARTESIAN COORDINATES (ANGSTROEM)
Ta -0.392 0.447 0.309  1.23
Se -0.535 2.452 2.029  0.03
Se -1.396 4.592 1.795  -0.08
Se -3.147 4.208 0.149  -0.11
Se -2.182 2.525 -1.095  0.04
C 1.777 -3.872 -2.516  -0.04
C 1.127 -2.897 -1.568  -0.28
N 1.193 -3.106 -0.161  -0.13
O 1.279 -4.486 0.158  -0.03
C 0.559 -1.743 -1.986  -0.31
C 0.524 -1.416 -3.460  -0.01
N 0.023 -0.873 -1.081  -0.23
O -0.633 0.295 -1.539  -0.60
H 2.235 -4.680 -1.952  0.07
H 2.547 -3.391 -3.128  0.05
H 1.045 -4.308 -3.203  0.08
H 0.361 -4.707 0.356  0.07
H 1.525 -1.473 -3.892  0.06
H 0.129 -0.415 -3.606  0.07
H -0.118 -2.126 -3.987  0.09
F 4.921 -5.380 4.415  0.03
C 4.291 -4.617 3.484  -0.29
C 4.923 -4.371 2.284  -0.02
C 4.263 -3.604 1.335  -0.01
C 2.997 -3.086 1.582  -0.20
C 2.265 -2.322 0.520  -0.10
C 2.398 -3.348 2.811  -0.03
C 3.039 -4.113 3.772  0.01
H 5.906 -4.785 2.099  0.11
H 4.741 -3.404 0.383  0.11
H 2.972 -1.963 -0.226  0.10
H 1.763 -1.450 0.947  0.07
H 1.405 -2.961 3.009  0.08
H 2.576 -4.332 4.725  0.12
C 2.022 0.868 3.471  -0.09
C 1.287 -0.381 2.993  -0.51
C 0.603 -1.041 4.191  -0.05
O 0.375 -0.116 1.959  -0.54
H 2.884 0.572 4.073  0.09
H 1.360 1.494 4.067  0.06
H 2.375 1.451 2.626  0.02
H 2.048 -1.078 2.612  0.09
H -0.237 -0.420 4.510  0.08
H 1.314 -1.129 5.013  0.09
H 0.235 -2.035 3.942  0.04
C -3.574 -3.749 1.927  -0.11
C -2.482 -3.022 1.135  -0.60
C -2.125 -3.886 -0.079  -0.11
C -1.232 -2.969 2.019  -0.14
Si -2.927 -1.140 0.611  0.88
C -4.105 -1.296 -0.981  -0.61
C -3.220 -1.561 -2.209  -0.11
C -5.177 -2.389 -0.891  -0.11
C -4.841 0.021 -1.255  -0.14
C -3.999 -0.353 2.080  -0.63
C -3.238 -0.503 3.404  -0.12
C -4.156 1.156 1.852  -0.16
C -5.407 -0.943 2.246  -0.11
H -3.242 -4.768 2.175  0.08
H -4.503 -3.832 1.359  0.06
H -3.791 -3.242 2.867  0.05
H -1.776 -4.873 0.265  0.08
H -1.329 -3.420 -0.663  0.06
H -2.981 -4.068 -0.728  0.05
H -0.935 -3.984 2.325  0.09
H -1.432 -2.387 2.918  0.04
H -0.402 -2.511 1.483  0.04
H -2.723 -2.530 -2.169  0.06
H -2.454 -0.788 -2.297  0.05
H -3.830 -1.536 -3.123  0.08
H -4.758 -3.382 -0.727  0.05
H -5.741 -2.424 -1.834  0.08
H -5.888 -2.182 -0.089  0.06
H -4.152 0.863 -1.303  -0.03
H -5.597 0.228 -0.495  0.06
H -5.355 -0.043 -2.225  0.08
H -2.221 -0.116 3.304  0.04
H -3.183 -1.539 3.745  0.06
H -3.740 0.080 4.186  0.08
H -3.198 1.667 1.933  -0.02
H -4.816 1.580 2.622  0.09
H -4.575 1.403 0.879  0.03
H -5.410 -2.034 2.277  0.05
H -6.060 -0.624 1.430  0.06
H -5.852 -0.578 3.181  0.08
C 5.644 3.295 0.036  -0.24
Si 4.009 2.404 0.518  0.33
C 3.281 3.717 1.700  -0.25
C 4.703 0.915 1.510  -0.24
Si 2.348 1.580 -0.961  0.40
Si 3.782 0.624 -2.617  0.35
C 5.529 1.399 -2.769  -0.24
C 3.147 0.723 -4.423  -0.24
C 4.248 -1.228 -2.435  -0.23
Si 1.805 3.546 -2.179  0.32
C 3.325 4.403 -2.981  -0.23
C 0.642 3.182 -3.639  -0.23
C 1.002 4.947 -1.188  -0.23
H 6.102 3.762 0.913  0.02
H 5.460 4.082 -0.701  0.00
H 6.370 2.605 -0.396  -0.01
H 3.694 3.669 2.711  0.02
H 2.194 3.639 1.785  -0.03
H 3.495 4.712 1.299  0.02
H 5.067 1.198 2.502  0.02
H 5.539 0.462 0.967  0.01
H 3.949 0.134 1.642  -0.01
H 5.484 2.490 -2.768  0.00
H 6.026 1.082 -3.691  0.02
H 6.158 1.098 -1.927  0.01
H 3.323 1.720 -4.836  0.01
H 3.642 -0.001 -5.076  0.02
H 2.072 0.537 -4.475  -0.01
H 4.676 -1.423 -1.447  0.01
H 4.990 -1.528 -3.181  0.03
H 3.371 -1.871 -2.555  -0.03
H 3.834 3.741 -3.687  -0.01
H 4.054 4.686 -2.216  0.00
H 3.038 5.311 -3.519  0.02
H 1.116 2.536 -4.383  -0.01
H 0.303 4.090 -4.145  0.02
H -0.246 2.665 -3.269  -0.04
H 1.487 5.102 -0.221  0.00
H -0.048 4.725 -0.994  -0.04
H 1.043 5.890 -1.742  0.02

***

Below is a 2-piece molecular cluster, C3H11NO2 overall at a distorted geometry, with properties calculated with the ωB97M-V functional and the def2-TZVPD basis.

Output
* E_HOMO: -9.7 eV
* structure (SMILES): C[C@H](O)CN.O
* net charge: 0
* LUMO: 0.836 eV
* energy relative to the best compared isomer or geometry (same formula, charge and spin): 37.7 kJ/mol
* frontier orbital gap: 10.52 eV

Last column: natural (NBO) charge in e.
CARTESIAN COORDINATES (ANGSTROEM)
C 2.548 -0.226 -1.269  -0.63
C 1.680 -0.291 0.006  0.09
O 2.412 -0.938 1.046  -0.73
C 0.374 -1.007 -0.241  -0.25
N -0.464 -0.980 0.947  -0.84
H 3.566 -0.551 -1.031  0.23
H 2.172 -0.982 -1.963  0.20
H 2.637 0.793 -1.619  0.21
H 1.556 0.737 0.361  0.15
H 1.773 -1.401 1.602  0.48
H -0.098 -0.697 -1.173  0.18
H 0.646 -2.048 -0.452  0.19
H -0.928 -0.070 0.977  0.36
H -1.241 -1.630 0.885  0.36
O -5.402 2.778 0.800  -0.94
H -6.236 2.865 0.321  0.47
H -4.994 3.647 0.804  0.47

***

- What is the formula in the fourth record?
  C3H11NO2